Entry 1:
The following is a quantum chemistry calculation of a cluster of 3 separate species, C12H28B3ClO11P2 in total, from the Open Molecules 2025 dataset.

Results
**SMILES string**: C#CCB1OBOB(C[C@H](C)Cl)O1.COP(=O)(OC)OC.COP(=O)(OC)OC
**E_tot**: -68548.871 eV
**Orbital gap**: 6.45 eV
**F_max**: 9.94 eV/A

```
57
Properties=species:S:1:pos:R:3:forces:R:3
C -0.307055 -2.346921 -3.860329 -0.4 -0.7 0.1
C -0.387120 -3.375642 -3.196423 0.8 -0.7 -1.2
C -0.336024 -4.887626 -2.725493 -0.6 1.7 -0.4
B -1.475698 -5.700074 -3.561749 0.6 0.2 -0.2
O -1.639362 -5.581621 -4.985248 -1.8 -1.7 2.5
B -2.710366 -6.500309 -5.292776 -0.1 0.5 -0.2
O -3.988304 -6.458927 -4.630511 2.8 0.8 1.0
B -3.688780 -6.139965 -3.276480 -0.2 -1.0 0.2
C -4.676604 -5.440392 -2.214571 0.7 0.2 0.7
C -5.097663 -3.940593 -2.561699 -1.5 -0.9 -0.5
C -5.074803 -3.569691 -4.099231 -0.5 1.1 0.5
Cl -4.155486 -2.748541 -1.514777 -0.5 -0.8 -0.9
O -2.366312 -6.532863 -2.819005 -0.7 2.2 -1.6
H -0.302890 -1.462204 -4.552411 0.0 -1.4 1.5
H -0.630900 -4.916002 -1.634289 0.6 -0.2 -1.2
H 0.694724 -5.326643 -2.912169 -1.2 0.7 0.4
H -2.447214 -7.333475 -6.104127 -0.4 0.2 -0.1
H -5.578130 -6.098217 -2.033093 0.7 0.9 -0.4
H -4.118330 -5.395873 -1.218953 -0.8 -0.2 -1.3
H -6.181632 -3.830152 -2.223973 1.6 0.1 -0.3
H -5.769775 -4.261319 -4.679838 1.2 0.7 0.8
H -4.037396 -3.505273 -4.542482 -1.1 -0.4 0.5
H -5.526902 -2.525599 -4.187169 0.6 -1.3 0.1
C 2.929598 1.620855 0.781553 0.2 0.7 -0.4
O 2.272806 0.383322 0.532978 -0.9 -3.8 -0.1
P 0.821083 0.412326 -0.361446 0.2 9.6 -0.5
O 1.242541 1.545112 -1.268263 0.1 -1.4 -0.2
O -0.000408 0.988853 0.947087 -0.2 -1.6 0.0
C 0.187675 0.357293 2.214189 0.0 0.1 0.4
O -0.651725 0.223274 -1.209560 1.6 -3.1 0.8
C -1.426274 -0.922831 -0.848952 -0.5 -0.1 0.1
H 3.668003 1.458214 1.569953 -0.2 -0.3 0.0
H 3.458261 1.953803 -0.112652 -0.2 0.1 0.0
H 2.226179 2.386140 1.114937 0.0 0.0 -0.1
H 0.852625 0.970546 2.824688 0.0 -0.1 0.0
H 0.612511 -0.643286 2.112482 0.0 0.1 0.2
H -0.777747 0.280609 2.719639 0.0 0.1 -0.2
H -1.804297 -0.822524 0.172776 0.0 0.0 0.0
H -0.821669 -1.826813 -0.935647 -0.3 -0.1 -0.1
H -2.271603 -0.996986 -1.532699 0.2 0.1 0.0
C 0.965935 5.837637 4.791605 -0.5 -0.5 -0.2
O 1.972670 6.614832 4.159257 2.0 3.1 -1.1
P 3.189804 5.793287 3.285826 -3.9 -8.7 2.8
O 2.258869 4.696411 2.811438 0.4 1.2 -0.7
O 3.902521 5.353720 4.707940 1.0 1.3 -0.5
C 4.133881 6.353343 5.702886 0.0 0.0 0.4
O 4.487941 5.083221 2.423249 0.0 3.6 -0.4
C 5.688298 5.856725 2.369372 0.5 -0.1 0.0
H 0.447614 6.481726 5.505665 0.3 0.2 -0.1
H 0.238711 5.490152 4.056865 0.2 -0.1 0.1
H 1.396273 4.990733 5.330484 0.0 0.0 -0.2
H 3.375375 6.265352 6.482307 0.0 0.1 0.0
H 4.104240 7.360850 5.283822 0.0 -0.1 0.2
H 5.115581 6.187144 6.151784 -0.1 -0.1 -0.1
H 6.137780 5.934154 3.362825 0.0 0.0 0.0
H 5.478109 6.853984 1.977641 0.3 0.0 -0.1
H 6.390836 5.356761 1.702759 -0.1 0.0 0.0
```
Positions in Å, forces in eV/Å.


Entry 2:
The following is a quantum chemistry calculation of a structure of composition C12H28F6O10V, from the Open Molecules 2025 dataset.

Results
**Energy relative to the best compared isomer or geometry (same formula, charge and spin)**: 0.00 kcal/mol
**E_tot**: -75365.827 eV
**Orbital gap**: 5.90 eV
**Charge**: -1
**F_max**: 3.66 eV/A

```
57
Properties=species:S:1:pos:R:3:forces:R:3
O -12.568038 18.529824 -13.807448 0.3 -0.1 0.3
V -13.893815 18.645458 -14.645352 -1.8 1.1 -0.3
O -13.587019 18.000426 -16.053139 -0.3 0.0 0.6
C -15.896537 20.584719 -13.642511 0.9 -1.0 -1.2
O -14.772527 20.107314 -12.889927 0.0 0.5 1.4
O -15.869887 19.735785 -14.686185 0.4 -0.4 0.1
C -17.205010 20.662015 -12.821484 -0.5 -0.7 -0.5
F -17.613206 19.478081 -12.316099 0.3 0.3 -0.1
F -17.116227 21.526499 -11.784397 -0.1 0.1 -0.1
F -18.186437 21.116924 -13.621276 0.2 -0.1 0.2
C -14.447352 20.699085 -11.643493 0.9 0.1 0.9
C -13.292590 19.925607 -10.989358 -0.4 -0.2 -0.5
H -13.708626 18.966967 -10.672339 0.2 0.0 0.3
H -12.476344 19.674071 -11.662246 -0.1 0.3 -0.2
H -12.887783 20.480746 -10.144372 -0.2 -0.1 0.1
H -15.266831 20.673038 -10.922693 -0.2 -0.2 -0.3
H -14.197459 21.763604 -11.732876 0.1 0.0 -0.4
H -15.731782 21.627699 -13.957105 0.1 0.4 0.2
C -16.229538 18.947807 -18.744254 -2.0 -3.0 0.8
O -16.982145 20.091042 -18.355048 1.1 1.0 0.1
O -17.113104 17.927263 -18.838599 1.0 0.4 -0.7
C -15.425026 19.182120 -20.038963 -0.8 0.3 -0.4
F -15.097808 18.053827 -20.685218 0.1 0.0 0.1
F -16.088474 19.944989 -20.940347 0.1 0.1 0.0
F -14.248902 19.820947 -19.788610 0.4 0.2 -0.1
C -16.232356 21.229448 -17.999383 -0.4 0.7 -0.4
C -17.231281 22.347763 -17.701760 0.6 -0.2 0.2
H -17.903623 22.532246 -18.537291 0.1 0.0 -0.2
H -17.850748 22.099931 -16.839413 0.1 -0.1 0.1
H -16.630171 23.235210 -17.477714 -0.3 0.2 0.0
H -15.555827 21.567022 -18.797577 -0.3 -0.1 -0.3
H -15.548266 21.134977 -17.143937 -0.3 -0.7 0.3
H -15.482425 18.682460 -17.981300 0.5 0.6 0.3
C -9.502910 18.481172 -14.872569 -0.2 0.2 -0.7
O -8.214545 18.072299 -14.430693 0.1 -0.3 -0.1
H -9.899929 17.827558 -15.655246 0.3 -0.4 0.3
H -10.222145 18.484434 -14.058266 0.0 0.2 0.0
H -9.459841 19.440685 -15.397293 0.0 0.3 0.4
H -7.623551 18.824413 -14.441786 0.0 0.1 0.0
C -12.333661 20.704777 -16.659747 -0.1 0.9 -0.8
O -13.111523 20.662306 -15.467317 0.1 -1.1 0.4
H -11.865723 21.693058 -16.711203 0.2 -0.2 -0.1
H -11.566970 19.935929 -16.699178 -0.1 -0.1 0.5
H -12.964271 20.592707 -17.546512 -0.1 -0.1 0.2
H -13.398449 21.537233 -15.211340 -0.2 0.0 0.0
C -15.703089 16.124792 -14.363554 -0.3 -0.7 -0.8
O -14.894014 16.977518 -13.527696 0.0 0.4 -1.0
H -15.046628 15.475668 -14.943249 0.0 0.0 0.2
H -16.395593 15.531558 -13.766686 0.2 0.0 0.2
H -16.302063 16.644548 -15.113202 0.2 0.5 0.3
H -15.109358 16.800880 -12.613606 0.2 0.4 0.2
C -14.795784 15.606064 -18.306370 -0.4 0.4 -0.3
O -15.949540 15.830713 -17.528189 -0.1 -0.7 0.2
H -14.737609 14.587958 -18.715367 0.0 -0.2 0.3
H -14.798586 16.261885 -19.181530 0.1 0.1 0.2
H -13.915293 15.813969 -17.695251 0.1 -0.1 -0.1
H -16.599505 16.352878 -18.055679 0.3 0.8 -0.1
```
Positions in Å, forces in eV/Å.


Entry 3:
The following is a quantum chemistry calculation of a structure of composition C12H28N4O4Tl, from the Open Molecules 2025 dataset.

Results
**Energy relative to the best compared isomer or geometry (same formula, charge and spin)**: 61.27 kcal/mol
**E_tot**: -31709.189 eV
**Orbital gap**: 1.36 eV
**Charge**: +3
**F_max**: 6.20 eV/A

```
49
Properties=species:S:1:pos:R:3:forces:R:3
Tl -0.861612 0.579896 -3.255776 0.0 0.1 -0.1
C 4.971308 5.770346 -3.335936 0.9 0.8 -0.8
C 4.862088 4.473526 -2.618176 -1.7 1.2 -1.2
O 3.800308 3.851906 -2.821886 0.9 -0.6 0.8
N 5.819868 4.051966 -1.799016 0.3 -0.2 1.0
C 7.149048 4.624636 -1.626176 1.4 -0.8 -0.7
H 4.028368 6.113586 -3.761556 -0.1 -0.1 0.5
H 5.611018 5.658306 -4.211336 0.2 -0.3 -0.1
H 5.477368 6.542616 -2.756616 -0.3 0.0 0.3
H 5.528658 3.200076 -1.341226 0.5 -0.2 0.3
H 7.421908 5.287286 -0.804876 -1.4 0.8 0.1
H 7.513098 5.022976 -2.573216 -0.3 0.4 0.1
H 7.924768 3.894786 -1.394516 -0.5 -1.0 -0.3
C 4.981488 -2.647314 0.388024 1.4 0.4 0.3
C 3.533548 -2.535014 0.073064 4.9 2.1 1.3
O 3.034638 -1.492054 -0.237686 -1.4 2.3 -1.3
N 2.855048 -3.608894 0.108004 -4.4 -4.3 -0.8
C 2.777358 -4.594514 1.136634 0.8 -0.1 2.1
H 5.278698 -3.277254 1.226444 -0.5 -0.3 0.0
H 5.473368 -1.692424 0.573364 -0.4 0.1 -0.1
H 5.469698 -3.061934 -0.493916 0.0 -0.2 -0.1
H 1.979698 -3.502184 -0.384406 -0.2 0.0 -0.1
H 3.203998 -4.190174 2.054564 0.1 0.4 0.2
H 3.392498 -5.491164 1.060974 -0.2 -0.3 -0.9
H 1.751378 -4.798394 1.443084 0.0 -0.3 -0.7
C -8.079952 -1.291414 -1.899866 -0.4 0.4 0.0
C -6.718062 -1.977474 -2.104906 -4.6 0.7 1.8
O -5.788472 -1.408664 -2.540806 3.5 1.9 -1.8
N -6.560232 -3.222484 -1.635236 0.6 -0.5 0.5
C -7.434042 -3.980344 -0.821606 -0.6 -0.8 -0.2
H -8.023142 -0.202964 -1.912066 0.7 -0.1 -0.4
H -8.591292 -1.461514 -0.952396 0.3 -0.6 0.1
H -8.797762 -1.538414 -2.682066 0.2 -0.3 -0.2
H -5.579782 -3.459884 -1.684896 0.1 -0.6 0.0
H -8.401322 -3.526264 -0.606496 0.4 0.4 0.1
H -6.936862 -4.381994 0.061334 0.0 0.1 0.0
H -7.715092 -4.823214 -1.453026 -0.1 -0.7 0.0
C -3.854142 0.945686 3.077934 1.0 0.2 0.5
C -2.312152 0.948256 3.012544 -2.3 -1.6 -1.9
O -1.765122 0.479866 2.018564 0.4 -0.2 -0.4
N -1.691852 1.343776 4.056924 1.3 1.1 2.6
C -0.282822 1.168566 4.290814 0.6 0.9 -0.6
H -4.227552 0.402446 3.946014 0.3 -0.7 -0.3
H -4.128132 0.518646 2.113224 -0.8 0.6 0.3
H -4.127692 1.951616 3.396324 -0.4 0.4 -1.1
H -2.216932 1.846796 4.757894 0.0 -0.3 0.1
H -0.009082 2.061816 4.852304 0.5 -0.5 0.5
H 0.255658 1.217986 3.344404 -0.2 0.0 -0.2
H 0.008238 0.208586 4.717224 -0.3 0.2 0.5
```
Positions in Å, forces in eV/Å.